# 1
Molecular formula: C16H48CuO8S8
Method: DFT, wB97M-V/def2-TZVPD

Structure (XYZ):
```
81
Properties=species:S:1:pos:R:3:mulliken_charge:R:1
Cu 0.10490 -0.01952 -0.38365 2.243
C 3.51152 -3.64474 -0.00184 -1.020
S 1.72410 -3.18173 -0.30764 0.492
O 1.54805 -1.64869 -0.50966 -0.663
C 1.47350 -4.17196 -1.89870 -1.062
H 3.71616 -4.71503 0.02460 0.423
H 3.66746 -3.18981 0.97633 0.235
H 4.12682 -3.24299 -0.80688 0.351
H 2.03497 -3.71443 -2.71327 0.363
H 0.45352 -4.02986 -2.25582 0.209
H 1.67040 -5.24385 -1.91826 0.449
C -3.76838 -1.32620 -0.54392 -0.552
S -2.42496 -2.29492 -1.49007 0.276
O -1.08561 -1.69472 -1.12235 -0.551
C -2.47208 -3.86223 -0.52928 -0.755
H -3.46782 -0.39096 -0.07160 -0.355
H -4.27463 -1.97896 0.16722 0.495
H -4.53623 -1.09140 -1.28106 0.471
H -2.08545 -4.73774 -1.05091 0.393
H -3.51593 -4.06492 -0.28971 0.487
H -1.91030 -3.73286 0.39580 -0.027
C 3.20575 0.21265 -2.62050 -0.319
S 1.64878 -0.05409 -3.49784 0.266
O 0.59811 0.02938 -2.45397 -0.410
C 1.63991 1.59041 -4.40585 -0.860
H 3.96375 0.74884 -3.19150 0.547
H 3.61874 -0.76393 -2.36784 0.162
H 3.04952 0.74321 -1.68124 -0.274
H 1.49976 2.40528 -3.69560 0.097
H 0.71997 1.66967 -4.98510 0.366
H 2.43650 1.80410 -5.11851 0.426
C -1.27030 2.16009 3.71926 -0.883
S -1.85229 2.23377 1.88078 0.262
O -0.97703 1.29028 1.08575 -0.586
C -3.44660 1.32044 2.13460 -0.903
H -1.53432 1.26978 4.28999 0.240
H -1.72509 2.99618 4.25051 0.495
H -0.18589 2.25972 3.67194 0.145
H -3.94104 1.67619 3.03852 0.503
H -3.28627 0.25474 2.29793 0.128
H -4.09604 1.31520 1.25921 0.282
C 0.08362 -3.53530 2.77602 -0.850
S -0.21568 -1.74003 2.86134 0.301
O -0.38206 -1.24595 1.42499 -0.359
C -1.91712 -1.93727 3.68726 -0.971
H -0.21520 -4.08631 3.66775 0.511
H 1.09920 -3.67858 2.40701 0.184
H -0.54014 -3.97771 1.99929 0.095
H -2.24671 -0.91247 3.85832 0.164
H -1.70981 -2.44380 4.62989 0.508
H -2.60624 -2.34354 2.94687 0.283
C -3.96012 2.48671 -1.64396 -1.050
S -2.40301 1.73475 -2.29489 0.422
O -1.77888 0.76517 -1.31305 -0.298
C -3.20628 0.83274 -3.70643 -0.946
H -4.43331 3.07066 -2.43339 0.528
H -3.63678 3.21360 -0.89885 0.270
H -4.56442 1.71094 -1.17375 0.243
H -3.65861 -0.10017 -3.37003 0.190
H -2.48055 0.59981 -4.48564 0.297
H -4.02219 1.41671 -4.13231 0.466
C 3.61817 2.12812 2.06065 -1.096
S 2.23479 0.88594 2.26183 0.495
O 1.80956 0.59165 0.82300 -0.365
C 3.30764 -0.50718 2.63829 -0.914
H 3.96228 2.32674 3.07566 0.501
H 3.21111 3.04969 1.64459 0.155
H 4.45595 1.71484 1.49902 0.409
H 4.12939 -0.48775 1.92244 0.417
H 2.77962 -1.45092 2.50177 -0.092
H 3.72394 -0.39938 3.63987 0.547
C 2.61344 3.75296 -1.31823 -0.546
S 0.77290 3.60851 -1.11156 0.273
O 0.45836 2.12466 -0.86224 -0.018
C 0.56974 4.51387 0.43624 -0.635
H 2.85867 2.98897 -2.05599 -0.027
H 3.21924 3.53890 -0.43773 0.117
H 2.88087 4.70701 -1.77251 0.526
H 1.36795 5.25445 0.48618 0.460
H 0.67773 3.69475 1.14722 -0.129
H -0.41322 4.94954 0.61537 0.349
```

Calculated values
* energy: -6065.50223 Ha
* expectation value of S²: 0.75
* E_HOMO (alpha / beta): -0.491 / -0.491 hartree
* molecular weight: 688.6 g mol⁻¹
* total charge: +2
* Kohn-Sham gap (alpha / beta): 9.62 / 7.44 eV
* multiplicity: 2



# 2
Molecular formula: CH4NO2PS
Method: DFT, wB97M-V/def2-TZVPD

Structure (XYZ):
```
10
Properties=species:S:1:pos:R:3:mulliken_charge:R:1
C 2.35023 -0.01901 0.32014 -0.011
N -0.23696 -1.27955 -0.02672 -0.500
O -0.77963 0.90120 -1.37764 -0.430
O -1.68106 0.79031 0.73888 -0.532
P -0.18293 0.46742 0.01000 0.473
S 3.74682 0.30618 -0.20034 -0.093
H -0.31055 -1.61073 0.92884 0.225
H 0.38517 -1.63842 -0.72713 0.254
H -1.70254 1.16934 -1.32172 0.336
H -1.58854 0.91325 1.65569 0.278
```

Calculated values
* energy: -985.22089 Ha
* E_HOMO: -0.300 hartree
* molecular weight: 125.1 g mol⁻¹
* Kohn-Sham gap: 7.95 eV